(1)
Here is a structure of composition C30H29Cl2N9O3S2V from the Open Molecules 2025 dataset. Energies are from ωB97M-V with the def2-TZVPD basis set.

Element x y z (Å)
V  0.5323  -0.2384  0.3303
Cl  -4.0338  6.7043  -0.0588
C  -3.0121  5.3552  0.3222
C  -2.7674  4.4277  -0.7016
C  -1.9393  3.4066  -0.3283
N  -1.2962  2.2235  -0.7820
C  -2.0595  1.2980  -1.5173
O  -2.7607  1.7698  -2.4016
C  -2.0862  -0.1378  -1.2210
C  -3.1862  -0.8430  -1.7219
C  -3.3740  -2.1726  -1.4510
C  -2.4064  -2.8289  -0.6487
C  -1.3332  -2.1191  -0.2157
N  -1.1182  -0.7894  -0.4803
C  -1.4460  3.2473  0.9482
C  -1.6427  4.1468  1.9565
C  -2.4608  5.2276  1.5947
Cl  -2.7778  6.4237  2.8122
N  -0.8387  1.9829  0.6160
C  0.6124  1.9880  0.9101
O  0.8180  2.3484  2.0951
C  1.5567  1.7836  -0.1158
C  2.9202  2.2157  -0.0219
C  3.7460  2.0082  -1.0741
C  3.2800  1.3101  -2.2293
C  2.0362  0.7686  -2.2008
N  1.1876  0.9228  -1.1505
H  -3.1942  4.5435  -1.6843
H  -3.8919  -0.2834  -2.3185
H  -4.2405  -2.6990  -1.8208
H  -2.4982  -3.8742  -0.3900
H  -0.5583  -2.5954  0.3804
H  -1.2173  4.0638  2.9420
H  3.2233  2.7652  0.8577
H  4.7535  2.4018  -1.0595
H  3.9178  1.1703  -3.0900
H  1.6621  0.1499  -3.0082
N  -0.5025  -0.4058  2.4231
N  0.1803  -0.9322  3.5372
C  1.5430  -0.8280  3.5360
N  2.1224  -1.0585  4.7320
S  2.4318  -0.4482  2.1918
H  -0.5768  0.6155  2.5184
H  -1.4246  -0.8293  2.3702
H  -0.2783  -0.7866  4.4305
H  1.6066  -1.4503  5.5024
H  3.1263  -1.1040  4.7631
C  1.5071  -7.1663  -4.7320
C  2.2074  -6.0115  -4.0332
C  1.2442  -5.2688  -3.1217
N  1.9040  -4.1730  -2.4230
C  1.7801  -3.7885  -1.1534
S  2.2820  -2.2789  -0.6275
N  1.2210  -4.6989  -0.2666
C  1.4746  -6.0574  -0.0839
O  0.7241  -6.7106  0.6056
C  2.6738  -6.6509  -0.7458
C  3.8852  -5.9728  -0.8220
C  4.9867  -6.6004  -1.3835
C  4.8728  -7.8905  -1.8806
C  3.6650  -8.5698  -1.7968
C  2.5684  -7.9564  -1.2147
H  2.1798  -7.6789  -5.4161
H  0.6488  -6.8219  -5.3089
H  1.1494  -7.8986  -4.0076
H  2.6150  -5.3172  -4.7735
H  3.0512  -6.3754  -3.4425
H  0.8079  -5.9504  -2.3925
H  0.4147  -4.8444  -3.6981
H  2.3611  -3.4812  -3.0014
H  0.6807  -4.2909  0.4845
H  3.9828  -4.9718  -0.4248
H  5.9329  -6.0813  -1.4305
H  5.7316  -8.3733  -2.3260
H  3.5816  -9.5788  -2.1734
H  1.6263  -8.4772  -1.1138

Cartesian forces (eV/Å) of the 2 atoms listed first:
1.2 -0.8 0.9
0.0 0.0 0.0

Calculated values
E_LUMO (alpha / beta)   -0.01477 / -0.01438 Eh
Spin multiplicity   4
Orbital gap (alpha / beta)   4.7 / 5.4 eV
Charge   0



(2)
Here is a structure of composition C39H58KN6O6P3Se2Si from the Open Molecules 2025 dataset. Energies are from ωB97M-V with the def2-TZVPD basis set.

Element x y z (Å)
K  0.0030  0.6322  1.2038
N  -1.5474  -0.1418  4.9159
C  -2.4271  -0.4198  3.7126
C  -3.7137  -1.0719  4.1974
P  -2.7386  1.3480  3.1500
O  -3.8544  1.1944  2.0128
O  -3.2991  1.9592  4.3953
O  -1.4642  1.8405  2.5647
P  -1.3645  -1.6444  2.7560
O  -1.7172  -1.2620  1.2256
O  -1.8152  -3.0224  3.0788
O  0.0247  -1.1677  3.0807
H  -1.8557  0.7497  5.3289
H  -0.5740  -0.1210  4.5547
H  -1.6373  -0.8988  5.5907
H  -4.2913  -0.3862  4.8205
H  -3.4885  -2.0025  4.7266
H  -4.3181  -1.3500  3.3351
H  -3.3984  1.1661  1.1385
H  -1.6525  -2.0130  0.6118
Se  1.0886  3.8450  0.4542
P  1.6759  3.9562  2.5288
Se  2.0177  2.1607  3.6937
C  3.1841  4.9912  2.6638
C  3.5783  5.4389  3.9250
C  4.7278  6.1948  4.0753
C  5.5086  6.5019  2.9646
C  5.1244  6.0542  1.7119
C  3.9616  5.3062  1.5606
C  0.4408  5.0076  3.3811
C  0.4236  6.3871  3.2003
C  -0.5681  7.1572  3.7849
C  -1.5747  6.5507  4.5286
C  -1.5796  5.1728  4.6865
C  -0.5648  4.4078  4.1284
H  2.9813  5.1749  4.7900
H  5.0183  6.5398  5.0604
H  6.4118  7.0896  3.0820
H  5.7250  6.2911  0.8412
H  3.6329  4.9683  0.5843
H  1.1824  6.8671  2.5921
H  -0.5665  8.2323  3.6457
H  -2.3630  7.1522  4.9669
H  -2.3799  4.6661  5.2114
H  -0.5763  3.3315  4.2249
C  5.3762  1.7653  1.4981
N  4.5389  0.5853  1.3988
C  4.5679  -0.3648  2.5035
C  3.4288  0.6469  0.6820
N  2.4143  0.6088  0.1297
H  6.4308  1.4829  1.4357
H  5.1953  2.2912  2.4418
H  5.1426  2.4448  0.6814
H  5.5424  -0.8581  2.5312
H  3.7922  -1.1123  2.3502
H  4.3704  0.1510  3.4470
N  -6.6529  -2.1757  -7.8452
C  -6.0678  -1.7505  -6.9508
C  -5.3283  -1.1928  -5.8435
C  -4.6777  0.0292  -6.0207
C  -3.9797  0.5808  -4.9637
C  -3.9146  -0.0939  -3.7454
C  -4.5546  -1.3184  -3.5781
C  -5.2705  -1.8649  -4.6265
N  -3.2052  0.4810  -2.6765
C  -2.1643  1.3924  -2.7558
C  -1.8787  1.7522  -1.4778
N  -2.7104  1.0796  -0.6116
C  -3.4733  0.3278  -1.3462
H  -4.7305  0.5422  -6.9699
H  -3.4977  1.5412  -5.0731
H  -4.4537  -1.8681  -2.6530
H  -5.7512  -2.8244  -4.5019
H  -1.6990  1.6354  -3.6937
H  -1.1141  2.4193  -1.1101
H  -4.2520  -0.3271  -0.9908
C  1.7251  -3.0304  -4.4146
C  1.3541  -2.0904  -3.2714
C  2.6673  -1.5035  -2.7351
C  0.6086  -0.8802  -3.8629
Si  0.2734  -2.7612  -1.6937
C  1.5291  -3.9768  -0.7052
C  2.3502  -3.0843  0.2475
C  2.4937  -4.8729  -1.4713
C  0.6964  -4.8729  0.2203
C  -1.0157  -4.0594  -2.5710
C  -1.7032  -3.3402  -3.7328
C  -2.1371  -4.2979  -1.5429
C  -0.5547  -5.4180  -3.0877
H  2.3562  -2.4972  -5.1438
H  0.8629  -3.4117  -4.9643
H  2.2948  -3.8967  -4.0677
H  3.1941  -0.9742  -3.5452
H  3.3467  -2.2704  -2.3610
H  2.4961  -0.7857  -1.9306
H  1.2282  -0.3945  -4.6335
H  0.3964  -0.1423  -3.0863
H  -0.3403  -1.1448  -4.3322
H  2.9631  -2.3441  -0.2658
H  3.0240  -3.7049  0.8595
H  1.6959  -2.5356  0.9301
H  3.2281  -4.3046  -2.0468
H  1.9848  -5.5441  -2.1695
H  3.0580  -5.5043  -0.7670
H  -0.0080  -4.2985  0.8287
H  1.3591  -5.4041  0.9199
H  0.1263  -5.6335  -0.3201
H  -2.0093  -2.3337  -3.4406
H  -2.6045  -3.8936  -4.0451
H  -1.0740  -3.2380  -4.6175
H  -2.6739  -3.3636  -1.3478
H  -1.7879  -4.6545  -0.5743
H  -2.8709  -5.0275  -1.9246
H  0.2648  -5.3363  -3.8047
H  -1.3884  -5.9313  -3.5925
H  -0.2142  -6.0827  -2.2884

Cartesian forces (eV/Å) of the 2 atoms listed first:
1.1 0.1 -1.0
-0.1 0.0 0.3

Calculated values
E_LUMO   0.12560 Eh
Orbital gap   4.5 eV
Energy relative to the best compared isomer or geometry (same formula, charge and spin)   0.0 kcal per mole
Charge   -2



(3)
Here is a cluster of 2 separate species, C4H10N2O2 in total from the Open Molecules 2025 dataset. Energies are from ωB97M-V with the def2-TZVPD basis set.

Element x y z (Å)
O  0.7413  1.6121  1.5182
C  0.9320  0.3474  1.5688
N  0.4478  -1.7131  0.7800
C  0.1534  -0.4849  0.3892
C  -0.0695  0.1845  -0.9849
O  2.0803  -0.2843  -2.6365
C  -1.3849  -0.0750  0.5704
N  -2.4402  0.6571  -0.3021
H  0.4698  -0.1889  2.3667
H  0.4207  -2.3948  0.0685
H  -0.9181  0.0861  -1.6517
H  0.9285  -0.1934  -1.5090
H  0.2151  1.2745  -0.8710
H  2.9130  0.0467  -2.4518
H  1.9862  0.2248  1.5867
H  -1.4971  1.0226  0.6742
H  -1.7882  -1.1529  0.6181
H  -3.1900  1.0314  0.2661

Cartesian forces (eV/Å) of the 2 atoms listed first:
-1.4 0.1 -0.8
2.1 3.9 2.4

Calculated values
E_LUMO   -0.14614 Eh
Orbital gap   4.5 eV
Energy relative to the best compared isomer or geometry (same formula, charge and spin)   410.6 kcal per mole
Charge   0



(4)
Here is the ion C10H19N3OS with charge +2 from the Open Molecules 2025 dataset. Energies are from ωB97M-V with the def2-TZVPD basis set.

Element x y z (Å)
C  2.6769  0.5210  0.3729
C  1.7990  -0.2497  -0.2218
C  -1.7136  -2.8602  -1.1753
C  0.3505  1.5924  0.7766
C  1.5270  1.2489  -0.2309
C  -0.8987  -0.9223  0.0659
C  1.6992  2.0646  -1.4968
C  -0.5429  -1.8441  1.1159
C  -1.1234  -5.0728  -1.0935
C  0.0633  3.1485  0.7052
N  -1.5935  -1.5075  -0.9695
N  -0.9284  -3.7501  -0.7616
N  -1.0987  3.4892  1.8034
O  1.1975  3.7486  1.1341
S  -1.2001  0.7572  0.1667
H  3.7132  0.7164  0.7238
H  -2.4416  -3.0238  -1.8836
H  0.8475  1.4175  1.7691
H  0.8373  2.5976  -1.8634
H  2.1905  1.4463  -2.1774
H  2.5483  2.7916  -1.3639
H  0.3009  -2.5576  0.7202
H  -1.2861  -2.5197  1.2975
H  0.0633  -1.4256  2.0325
H  -1.5621  -5.7230  -0.2777
H  -0.1308  -5.5178  -1.3418
H  -1.7415  -5.1821  -1.9999
H  -0.3014  3.4113  -0.2208
H  -1.9411  -1.0317  -1.8663
H  1.3723  -1.2022  -0.6270
H  -0.6486  4.1494  2.5636
H  -1.5664  2.6884  2.2654
H  -1.8299  3.9796  1.4406
H  1.3621  4.6218  0.6179

Cartesian forces (eV/Å) of the 2 atoms listed first:
0.6 -0.5 -0.6
0.2 0.3 -0.1

Calculated values
E_LUMO   -0.29645 Eh
Orbital gap   8.0 eV
Energy relative to the best compared isomer or geometry (same formula, charge and spin)   93.0 kcal per mole
Charge   +2



Number 1: calculated total energy -4539.8085 hartree. Number 2: calculated total energy -9017.6189 hartree. Number 3: calculated total energy -417.8066 hartree. Number 4: calculated total energy -1029.3344 hartree.